(1)
C10H9NO3S | the ωB97M-V functional and the def2-TZVPD basis

Energy above the lowest of the compared OMol25 structures with the same formula, charge and spin in kcal/mol: 111.2
Maximum force in eV/A: 5.2
2S+1: 1
Total charge: 0
Molecular weight in g mol⁻¹: 223.25
Frontier orbital gap (spin up / spin down) in Ha: 0.2985 / 0.2985
E in eV: -28975.583
HOMO level (spin up / spin down) in eV: -9.6 / -9.6

Cartesian coordinates (Å):
C: -3.5455 1.1426 -0.1934
C: -3.0507 0.4235 -1.2788
C: -2.8153 1.0916 1.0501
C: -1.9771 -0.4740 -1.0799
C: -1.8150 0.2041 1.1762
C: -1.2920 -0.4542 0.0741
C: 1.3147 0.9258 -0.4859
C: 1.1540 -0.3052 -0.1141
C: 3.3819 -0.1250 0.2190
C: -0.0038 -1.1901 0.1583
N: 2.4011 -0.9976 0.2124
O: 2.4946 -2.1942 0.5248
O: 3.4981 2.5380 0.1638
O: 5.1084 -1.1549 0.2291
S: 3.0724 1.4304 -0.6500
H: -4.2194 2.0096 -0.2573
H: -3.5838 0.3367 -2.2061
H: -3.0317 1.6929 1.8182
H: -1.4512 -0.9607 -1.9072
H: -1.2124 0.0224 2.0635
H: 0.4996 1.5162 -1.0241
H: 0.3460 -1.4642 1.2202
H: 0.0115 -2.1080 -0.3819
H: 4.7154 -1.9057 0.6690

The net atomic charges from Mulliken, expressed in e, are:
1 C -0.513
2 C -0.532
3 C -0.511
4 C -0.243
5 C -0.241
6 C 0.252
7 C -0.221
8 C -0.095
9 C 0.210
10 C -0.783
11 N 0.573
12 O -0.692
13 O -0.527
14 O -0.528
15 S 0.380
16 H 0.329
17 H 0.397
18 H 0.523
19 H 0.318
20 H 0.330
21 H 0.382
22 H 0.385
23 H 0.486
24 H 0.319

(2)
CH3I2O2P | the ωB97M-V functional and the def2-TZVPD basis

Energy above the lowest of the compared OMol25 structures with the same formula, charge and spin in kcal/mol: 19.6
Maximum force in eV/A: 5.2
2S+1: 3
Total charge: 0
Molecular weight in g mol⁻¹: 331.81
Frontier orbital gap (spin up / spin down) in Ha: 0.2480 / 0.1891
E in eV: -30668.705
<S²>: 2.0121
HOMO level (spin up / spin down) in eV: -6.4 / -9.8

Cartesian coordinates (Å):
C: 1.2444 0.0235 0.3244
O: -1.8763 0.0873 -1.9017
O: 0.3855 0.0959 -0.7446
P: -1.1540 -0.0225 -0.6485
I: -1.7224 1.8551 0.8442
I: -1.4908 -2.0911 0.6361
H: 1.7431 1.0359 0.3098
H: 2.0319 -0.7154 -0.0414
H: 0.8385 -0.2687 1.2217

The net atomic charges from Mulliken, expressed in e, are:
1 C -0.786
2 O -0.633
3 O -0.233
4 P 0.544
5 I 0.189
6 I -0.049
7 H 0.265
8 H 0.232
9 H 0.470

(3)
C15H29BMgN3O8P | the ωB97M-V functional and the def2-TZVPD basis

Maximum force in eV/A: 9.0
2S+1: 1
Total charge: +2
Molecular weight in g mol⁻¹: 445.50
Frontier orbital gap in Ha: 0.0655
E in eV: -52258.441
HOMO level in eV: -13.7

Cartesian coordinates (Å):
C: 5.8457 -0.1745 -0.8643
C: 4.7310 -1.0822 -0.0726
O: 3.5655 -0.2222 0.1793
B: 2.4656 -0.4859 -0.7928
O: 2.9257 -0.8143 -2.1889
C: 0.8388 -0.3751 -0.3964
C: 0.6914 -1.6316 0.6353
C: 0.0238 -2.9960 -0.0205
C: -1.5157 -3.3982 0.4597
N: 0.6489 -3.8490 -0.8981
C: -0.1757 -0.7898 -1.6146
O: 0.0058 -1.3816 -2.7956
N: -1.4930 -0.2444 -1.1037
C: -1.1367 1.2158 -0.7523
C: -1.2305 1.9187 -2.2272
N: -1.4302 3.4486 -2.1709
C: 0.2791 1.1333 0.0648
C: 0.2494 1.3483 1.7237
C: -1.2425 1.2653 2.3817
O: -1.9954 0.0345 2.1123
C: -3.3483 0.0589 2.6888
O: -3.4902 -0.0877 4.0169
C: -4.6458 0.2097 1.6713
C: -4.8585 -1.0656 0.6602
P: 1.3967 2.6594 -0.4042
O: 2.7577 2.6923 0.4603
O: 1.8792 2.7008 -2.0668
O: 0.5830 4.1804 0.0230
H: 6.3434 -0.6966 -1.7867
H: 6.7199 0.0638 -0.0891
H: 5.3829 0.8919 -1.1355
H: 5.1953 -1.3288 0.9994
H: 4.4931 -2.1179 -0.5617
H: 3.0031 -1.8325 -2.2251
H: 0.1056 -1.4231 1.6233
H: 1.7889 -1.9574 0.9719
H: -1.6763 -2.8778 1.5195
H: -1.5901 -4.5551 0.6239
H: -2.3384 -2.9466 -0.2436
H: -0.0819 -4.5963 -1.0931
H: -1.9982 -0.7807 -0.3661
H: -2.1129 1.5952 -0.2339
H: -0.3803 1.6318 -2.9787
H: -2.2395 1.5141 -2.7198
H: -1.7183 3.6771 -1.1734
H: -2.2718 3.6511 -2.7896
H: 0.6683 2.4348 1.9933
H: 0.9885 0.6000 2.2806
H: -1.1300 1.4167 3.5432
H: -1.9225 2.1670 1.9978
H: -4.5334 1.1703 0.9798
H: -5.6002 0.2827 2.3752
H: -4.7005 -2.1165 1.1606
H: -4.2217 -1.0202 -0.3297
H: -6.0001 -1.0457 0.3121
H: 1.7440 1.8354 -2.5496
H: 1.1583 4.8661 -0.4650
Mg: 4.5999 -2.7708 1.6516

The net atomic charges from Mulliken, expressed in e, are:
1 C -0.911
2 C 0.556
3 O -0.847
4 B 1.197
5 O -0.564
6 C 0.588
7 C 0.011
8 C 0.506
9 C -1.038
10 N -0.563
11 C -1.025
12 O -0.510
13 N -0.059
14 C -0.310
15 C -0.790
16 N -0.460
17 C 1.430
18 C -0.782
19 C -0.717
20 O -0.102
21 C 0.317
22 O -0.536
23 C -0.243
24 C -0.760
25 P 1.168
26 O -0.714
27 O -0.555
28 O -0.481
29 H 0.294
30 H 0.343
31 H 0.321
32 H -0.393
33 H 0.449
34 H 0.343
35 H 0.487
36 H -0.849
37 H 0.186
38 H 0.459
39 H 0.254
40 H 0.325
41 H 0.010
42 H 0.119
43 H 0.065
44 H 0.464
45 H 0.290
46 H 0.355
47 H 0.487
48 H 0.184
49 H 0.425
50 H 0.405
51 H 0.218
52 H 0.349
53 H 0.246
54 H 0.166
55 H 0.350
56 H 0.372
57 H 0.389
58 Mg 1.079

(4)
C39H111N7O18 | the ωB97M-V functional and the def2-TZVPD basis

Energy above the lowest of the compared OMol25 structures with the same formula, charge and spin in kcal/mol: 173.9
Maximum force in eV/A: 3.1
2S+1: 1
Total charge: 0
Molecular weight in g mol⁻¹: 966.35
Frontier orbital gap in Ha: 0.3463
E in eV: -89516.923
HOMO level in eV: -9.3

Cartesian coordinates (Å):
C: 7.8030 2.1485 2.0525
O: 7.5386 3.3896 1.4299
H: 8.4736 1.6837 1.3298
H: 8.3573 2.2728 2.9828
H: 6.8854 1.5694 2.1558
H: 6.7890 3.8071 1.8605
C: -5.0975 5.0756 -0.0087
C: -4.4400 6.2935 0.5763
C: -5.4796 7.2646 1.1842
O: -6.4061 7.7560 0.1842
C: -7.3762 8.6767 0.7567
N: -3.4814 5.9051 1.5969
H: -5.8041 5.3938 -0.7752
H: -5.7021 4.5013 0.6933
H: -4.3742 4.3953 -0.4582
H: -3.8923 6.8996 -0.1454
H: -4.9281 8.0875 1.6390
H: -5.9472 6.8727 2.0874
H: -7.7391 9.2486 -0.0973
H: -6.9881 9.3821 1.4915
H: -8.2420 8.1704 1.1836
H: -2.8658 6.6701 1.8332
H: -3.9432 5.7223 2.4764
C: 0.5000 -5.5879 6.0629
C: -0.5591 -6.0024 5.0328
C: -1.8191 -6.6966 5.6448
O: -1.4163 -8.0195 6.1429
C: -2.5303 -8.7307 6.5881
N: -0.8616 -4.8210 4.2329
H: 0.7116 -6.4616 6.6793
H: 0.1443 -4.8231 6.7533
H: 1.4725 -5.3151 5.6533
H: -0.1797 -6.7422 4.3280
H: -2.5902 -6.7215 4.8748
H: -2.1334 -6.0319 6.4494
H: -3.3615 -8.8446 5.8922
H: -2.9690 -8.3103 7.4931
H: -2.2138 -9.7094 6.9485
H: -1.3502 -5.2203 3.4443
H: -0.0433 -4.4587 3.7647
C: 2.7406 6.6102 -3.7466
C: 1.4757 6.6149 -4.5827
C: 1.7626 7.4503 -5.8769
O: 2.1005 8.7999 -5.5332
C: 2.1687 9.6794 -6.6097
N: 0.9796 5.2909 -4.7684
H: 3.0054 7.6660 -3.6893
H: 3.6427 6.1784 -4.1799
H: 2.6197 6.2148 -2.7380
H: 0.7057 7.1683 -4.0452
H: 0.9572 7.4360 -6.6112
H: 2.5765 6.9415 -6.3934
H: 3.2096 9.5435 -6.9035
H: 2.0825 10.7047 -6.2500
H: 1.4327 9.5700 -7.4061
H: 1.7586 4.6823 -4.9756
H: 0.8793 4.9916 -3.8090
C: 3.5526 8.2369 2.9394
C: 3.4464 7.3827 4.1615
C: 2.2932 7.8655 5.0976
O: 1.0832 8.0852 4.3941
C: 0.0588 8.7031 5.0924
N: 3.0774 6.0659 3.6368
H: 2.6417 8.2935 2.3435
H: 4.3554 7.9650 2.2540
H: 3.7835 9.2807 3.1522
H: 4.3992 7.2662 4.6780
H: 2.6074 8.7989 5.5648
H: 2.0677 7.0957 5.8356
H: -0.8969 8.6528 4.5707
H: 0.3766 9.6943 5.4158
H: -0.1210 8.1790 6.0310
H: 2.2534 6.1999 3.0682
H: 2.7949 5.5818 4.4770
C: -4.4382 -6.1135 -6.4404
C: -4.4972 -4.7878 -7.2982
C: -3.4069 -3.8208 -6.8608
O: -3.6145 -3.3447 -5.5247
C: -2.6115 -2.4785 -5.0091
N: -4.3579 -5.2296 -8.6869
H: -4.3446 -5.9506 -5.3668
H: -3.6665 -6.7573 -6.8623
H: -5.3642 -6.6855 -6.5001
H: -5.4447 -4.2550 -7.2171
H: -3.2994 -2.9702 -7.5338
H: -2.4630 -4.3628 -6.9186
H: -2.7309 -1.4470 -5.3406
H: -1.5925 -2.8415 -5.1428
H: -2.8636 -2.4356 -3.9495
H: -5.1125 -5.8149 -9.0155
H: -4.3972 -4.3511 -9.1836
C: -7.3676 -1.9116 0.3110
C: -8.1524 -3.0189 1.0828
C: -9.0840 -3.8570 0.1698
O: -10.1093 -3.2310 -0.4834
C: -11.2085 -2.8474 0.3097
N: -7.1802 -3.8493 1.7688
H: -6.5781 -1.4407 0.8966
H: -8.0322 -1.1611 -0.1171
H: -6.8828 -2.4075 -0.5299
H: -8.6986 -2.5510 1.9018
H: -9.5797 -4.6237 0.7653
H: -8.5446 -4.3636 -0.6304
H: -12.0327 -2.3476 -0.1992
H: -10.9626 -2.2897 1.2134
H: -11.6067 -3.7686 0.7352
H: -6.5459 -4.1912 1.0612
H: -6.5840 -3.2146 2.2806
C: 6.4692 -8.0292 2.1926
C: 6.8451 -7.7195 0.7371
C: 6.0255 -8.6008 -0.2447
O: 6.3053 -10.0026 0.0326
C: 5.7275 -10.9542 -0.8885
N: 6.7698 -6.2559 0.5410
H: 5.5177 -7.6293 2.5430
H: 7.2618 -7.7276 2.8774
H: 6.4391 -9.1044 2.3692
H: 7.9034 -7.9132 0.5619
H: 6.3041 -8.3499 -1.2682
H: 4.9426 -8.4968 -0.1779
H: 4.6511 -11.0210 -0.7303
H: 5.9920 -11.9783 -0.6251
H: 5.9332 -10.7735 -1.9435
H: 7.1782 -5.7807 1.3332
H: 7.3717 -5.9745 -0.2197
C: -3.5066 1.1359 5.7323
C: -4.6846 1.9010 6.3627
O: -4.7327 3.3140 6.2104
O: -3.5937 -0.2799 5.8532
H: -2.5437 1.5623 6.0135
H: -3.5544 1.3300 4.6608
H: -4.7147 1.7159 7.4365
H: -5.6414 1.5820 5.9495
H: -5.4682 3.6642 6.7183
H: -3.0091 -0.6894 5.2112
C: 2.1260 -0.4134 0.2038
C: 0.9579 0.3802 0.9660
O: 0.6630 1.6240 0.3103
O: 2.4428 -1.6072 0.8650
H: 3.0050 0.2302 0.2379
H: 1.9313 -0.5731 -0.8567
H: 1.2241 0.6546 1.9868
H: 0.0462 -0.2091 1.0638
H: -0.0440 2.0680 0.7844
H: 3.2232 -2.0069 0.4741
C: 4.1173 0.6514 6.8500
C: 5.4170 1.2013 7.5599
O: 6.3656 0.1390 7.6598
O: 3.2141 1.7282 6.7851
H: 3.7516 -0.2402 7.3594
H: 4.4107 0.2426 5.8831
H: 5.2505 1.6661 8.5317
H: 5.8330 1.9779 6.9181
H: 6.9860 0.3353 8.3657
H: 2.9378 1.9636 7.6738
C: 5.7666 -4.0231 -5.5311
C: 6.5617 -4.0893 -6.8594
O: 6.1387 -5.1462 -7.7518
O: 4.3995 -3.7179 -5.7938
H: 6.2381 -3.3067 -4.8583
H: 5.8143 -5.0299 -5.1161
H: 7.5753 -4.2722 -6.5026
H: 6.4774 -3.1923 -7.4729
H: 6.7534 -5.2397 -8.4832
H: 3.9869 -4.5055 -6.1556
C: 2.1927 0.4959 -8.6729
C: 1.4898 1.6450 -9.4047
O: 0.3485 2.1076 -8.7409
O: 2.4754 0.8669 -7.3533
H: 2.9656 0.0489 -9.2982
H: 1.4930 -0.3356 -8.5896
H: 1.3114 1.3888 -10.4490
H: 2.1644 2.5012 -9.4086
H: 0.5912 2.1410 -7.8127
H: 2.7524 0.0677 -6.8993

Atomic partial charges in e from the Mulliken method, atoms 1 to 99:
1 C -0.438
2 O -0.504
3 H 0.200
4 H 0.224
5 H 0.215
6 H 0.301
7 C -1.413
8 C 0.486
9 C -0.716
10 O -0.338
11 C -0.742
12 N -0.667
13 H 0.354
14 H 0.296
15 H 0.351
16 H 0.308
17 H 0.379
18 H 0.361
19 H 0.248
20 H 0.312
21 H 0.289
22 H 0.263
23 H 0.230
24 C -1.368
25 C 0.396
26 C -0.648
27 O -0.299
28 C -0.778
29 N -0.689
30 H 0.338
31 H 0.328
32 H 0.373
33 H 0.287
34 H 0.355
35 H 0.304
36 H 0.307
37 H 0.318
38 H 0.271
39 H 0.263
40 H 0.246
41 C -1.436
42 C 0.517
43 C -0.808
44 O -0.312
45 C -0.739
46 N -0.733
47 H 0.358
48 H 0.347
49 H 0.405
50 H 0.247
51 H 0.440
52 H 0.294
53 H 0.293
54 H 0.241
55 H 0.303
56 H 0.283
57 H 0.302
58 C -1.341
59 C 0.264
60 C -0.747
61 O -0.233
62 C -0.775
63 N -0.664
64 H 0.284
65 H 0.364
66 H 0.354
67 H 0.336
68 H 0.391
69 H 0.424
70 H 0.210
71 H 0.307
72 H 0.316
73 H 0.310
74 H 0.203
75 C -1.352
76 C 0.536
77 C -0.742
78 O -0.293
79 C -0.718
80 N -0.737
81 H 0.302
82 H 0.381
83 H 0.356
84 H 0.286
85 H 0.351
86 H 0.320
87 H 0.289
88 H 0.288
89 H 0.245
90 H 0.252
91 H 0.235
92 C -1.340
93 C 0.496
94 C -0.726
95 O -0.360
96 C -0.714
97 N -0.724
98 H 0.412
99 H 0.290

(5)
C8H17NSi | the ωB97M-V functional and the def2-TZVPD basis

Energy above the lowest of the compared OMol25 structures with the same formula, charge and spin in kcal/mol: 8.9
Maximum force in eV/A: 5.0
2S+1: 1
Total charge: 0
Molecular weight in g mol⁻¹: 155.32
Frontier orbital gap in Ha: 0.3303
SMILES: C=C(C)N1CCC[Si]1(C)C
E in eV: -17938.660
HOMO level in eV: -8.1

Cartesian coordinates (Å):
C: 2.8637 0.9116 0.4844
C: 1.9344 0.0240 0.3410
C: 2.1547 -1.4474 0.3156
N: 0.5435 0.4862 -0.0583
C: 0.2964 1.9350 0.0003
C: -1.1807 2.2277 -0.3408
C: -1.9468 1.0027 0.0416
Si: -0.9505 -0.5127 -0.1854
C: -1.2887 -1.8115 1.1941
C: -1.2291 -1.4569 -1.8274
H: 2.5931 1.9298 0.7282
H: 3.9095 0.6571 0.8732
H: 3.2111 -1.6840 0.4922
H: 1.8381 -2.0500 -0.6349
H: 1.4766 -1.7032 1.1070
H: 0.8450 2.4579 -0.7899
H: 0.3835 2.5598 0.9374
H: -1.4625 3.1578 0.1348
H: -1.1578 2.4772 -1.4518
H: -2.0966 1.2089 1.1553
H: -2.9172 0.9153 -0.5741
H: -1.0788 -1.3719 2.2298
H: -2.2287 -2.1416 1.2234
H: -0.7733 -2.7555 1.0221
H: -0.2648 -1.8613 -2.2006
H: -1.7893 -2.3566 -1.6067
H: -1.6849 -0.7983 -2.6106

The net atomic charges from Mulliken, expressed in e, are:
1 C -0.864
2 C 0.690
3 C -1.204
4 N 0.341
5 C -0.723
6 C -0.900
7 C -0.433
8 Si -0.061
9 C -1.258
10 C -1.027
11 H 0.314
12 H 0.249
13 H 0.342
14 H 0.162
15 H 0.292
16 H 0.399
17 H 0.364
18 H 0.406
19 H 0.222
20 H 0.223
21 H 0.317
22 H 0.274
23 H 0.518
24 H 0.384
25 H 0.306
26 H 0.362
27 H 0.304

Q: Which of these has the highest total charge?
A: C15H29BMgN3O8P

Q: maximum force of number 3 (C15H29BMgN3O8P)?
A: 9.0 eV/A

Q: Which value of 2S+1 does entry 4 give?
A: 1

Q: Which value of E does entry 1 give?
A: -28975.583 eV